Formula: C43H102N6O11
Source: the OMol25 dataset
Level of theory: wB97M-V/def2-TZVPD

CARTESIAN COORDINATES (ANGSTROEM)
C (-3.78367, -2.62541, -2.36951)
C (-2.77773, -2.50541, -3.50492)
O (-2.72400, -1.55343, -4.30100)
N (-2.12040, -3.65497, -3.75924)
H (0.12857, -1.72641, -0.87327)
H (-2.29763, -4.39688, -3.11881)
C (-1.45290, -3.80867, -4.94755)
H (-3.35160, -2.74428, -1.40523)
H (-4.17756, -3.61282, -2.59640)
H (-4.50463, -1.80467, -2.36463)
H (-0.55545, -4.40837, -4.87552)
H (-1.11803, -2.79196, -5.24784)
H (-2.07476, -4.23166, -5.68875)
C (3.69279, 7.72218, -3.32304)
C (3.85569, 7.53304, -1.81410)
C (2.98843, 6.47471, -1.14767)
C (3.73700, 5.90464, 0.16092)
N (2.76910, 5.11918, 0.99911)
C (1.40110, 5.83720, 1.13400)
C (1.56861, 6.90044, 2.20562)
C (2.67240, 6.34046, 3.13108)
C (3.08596, 5.01365, 2.46051)
C (2.42521, 3.80691, 0.42234)
H (2.65923, 8.10269, -3.59887)
H (3.72872, 6.75857, -3.84470)
H (4.45295, 8.32793, -3.75100)
H (3.76257, 8.51275, -1.32031)
H (4.91463, 7.23900, -1.60527)
H (2.67968, 5.65846, -1.85537)
H (1.99805, 6.84893, -0.94357)
H (4.02457, 6.74327, 0.77692)
H (4.62331, 5.34862, -0.05019)
H (0.75272, 5.09313, 1.56884)
H (1.00455, 6.04739, 0.17308)
H (0.58802, 7.09473, 2.57044)
H (1.95177, 7.87034, 1.87817)
H (2.23737, 6.09365, 4.11656)
H (3.53938, 6.98678, 3.29027)
H (2.49856, 4.20620, 2.89215)
H (4.11560, 4.83329, 2.50687)
H (2.49395, 3.88554, -0.67175)
H (1.50046, 3.47764, 0.79653)
H (3.20029, 3.09795, 0.70340)
C (3.30510, -0.15232, -4.33036)
C (4.09175, -0.44809, -3.05963)
C (4.85835, -1.81933, -3.04813)
C (5.77311, -1.81420, -1.82914)
N (6.10078, -3.11757, -1.14386)
C (4.90402, -3.77466, -0.61572)
C (4.60107, -3.10464, 0.71625)
C (5.92716, -2.40205, 1.14921)
C (6.95149, -2.89486, 0.17181)
C (6.79393, -3.98116, -2.16383)
H (2.99665, 0.90219, -4.39272)
H (2.51164, -0.80526, -4.50645)
H (3.99494, -0.22573, -5.20384)
H (3.41837, -0.44382, -2.17127)
H (4.82913, 0.32365, -2.88701)
H (5.48230, -2.03621, -3.95017)
H (4.12045, -2.66100, -3.06509)
H (5.31487, -1.18353, -1.11253)
H (6.73224, -1.37577, -2.04795)
H (5.07914, -4.83203, -0.51499)
H (4.10320, -3.64077, -1.30984)
H (4.30947, -3.82785, 1.50255)
H (3.82336, -2.36255, 0.59059)
H (6.27946, -2.64830, 2.12962)
H (5.86413, -1.35772, 0.96755)
H (7.33297, -3.92675, 0.35133)
H (7.78461, -2.26055, -0.01965)
H (7.77617, -3.55134, -2.26381)
H (6.26874, -3.93807, -3.13511)
H (6.74119, -5.00856, -1.80035)
C (-3.98097, -7.08832, 0.12428)
O (-3.96356, -5.82518, 0.75399)
C (-2.68752, -5.59816, 1.33409)
C (-2.72511, -4.19402, 1.87040)
N (-1.40336, -3.86576, 2.45801)
H (-0.69602, -3.88767, 1.69681)
H (-1.45226, -2.86434, 2.76209)
C (-0.94466, -4.84239, 3.49784)
C (-1.75922, -4.77192, 4.77228)
O (-3.08172, -5.21354, 4.60620)
C (-3.81866, -4.82878, 5.70207)
H (-4.94055, -7.26498, -0.27667)
H (-3.85919, -7.92376, 0.81725)
H (-3.19376, -7.11355, -0.60222)
H (-1.98661, -5.68248, 0.49209)
H (-2.52947, -6.42258, 2.04482)
H (-3.49809, -3.90412, 2.55528)
H (-2.91082, -3.61819, 0.94592)
H (0.03478, -4.44833, 3.74258)
H (-0.86527, -5.84363, 3.11097)
H (-1.72189, -3.76170, 5.28052)
H (-1.30839, -5.51160, 5.43961)
H (-3.55072, -3.79468, 6.04060)
H (-3.71753, -5.49761, 6.54754)
H (-4.85171, -4.77939, 5.41022)
C (-5.57790, -0.25444, -6.20368)
O (-5.55681, 0.71632, -7.24142)
C (-6.47677, 1.75641, -7.06358)
C (-5.82194, 3.06119, -6.89039)
N (-4.92190, 3.26545, -8.01699)
H (-4.55864, 2.34878, -8.20582)
H (-5.43995, 3.41966, -8.90053)
C (-3.87299, 4.27543, -7.92535)
C (-2.65947, 3.57299, -7.34248)
O (-2.91877, 3.07832, -6.02186)
C (-1.99084, 2.02592, -5.66606)
H (-6.59125, -0.50746, -5.88047)
H (-5.00015, 0.07787, -5.35183)
H (-5.10657, -1.10014, -6.62060)
H (-7.13594, 1.63909, -6.19618)
H (-7.10085, 1.83357, -7.93920)
H (-5.28666, 3.14249, -5.94866)
H (-6.58069, 3.84315, -6.93092)
H (-4.11226, 5.08356, -7.23902)
H (-3.65852, 4.59022, -8.90663)
H (-1.78656, 4.23366, -7.31406)
H (-2.30352, 2.74558, -7.92971)
H (-1.46739, 2.41377, -4.79658)
H (-1.36448, 1.83615, -6.54549)
H (-2.54934, 1.15434, -5.38019)
C (-1.38184, -3.24811, 9.21427)
O (-1.27128, -2.27374, 8.18434)
C (-0.29447, -1.31139, 8.54811)
C (-0.45575, -0.13759, 7.65101)
N (-1.74687, 0.56253, 7.82855)
H (-2.58812, -0.02218, 7.65940)
H (-1.83915, 0.83861, 8.83329)
C (-1.95855, 1.85412, 6.96828)
C (-1.95531, 1.50018, 5.49533)
O (-2.85198, 0.44241, 5.31165)
C (-3.32276, 0.50727, 3.94334)
H (-1.57521, -2.75727, 10.16511)
H (-0.47476, -3.80898, 9.32149)
H (-2.28857, -3.81714, 9.03315)
H (0.74668, -1.63959, 8.35278)
H (-0.42065, -1.11003, 9.63608)
H (-0.44280, -0.44650, 6.60431)
H (0.31139, 0.61674, 7.79914)
H (-1.08686, 2.48997, 7.23076)
H (-2.93965, 2.27723, 7.21551)
H (-1.00624, 1.27469, 5.06635)
H (-2.43582, 2.34690, 4.94388)
H (-3.91119, 1.42020, 3.73725)
H (-3.95881, -0.35415, 3.72341)
H (-2.44430, 0.54758, 3.31579)
C (2.74329, 0.76828, 1.98474)
C (1.45818, 0.48689, 1.12507)
O (0.59787, 1.43466, 1.08946)
O (1.38244, -0.64963, 0.60617)
H (2.92691, -0.08136, 2.63856)
H (2.56078, 1.57516, 2.71049)
H (3.62308, 0.86316, 1.29429)
C (-1.69136, -0.08776, -0.54635)
C (-1.34283, -1.32729, 0.22379)
O (-1.76847, -1.62138, 1.35621)
O (-0.58398, -2.17993, -0.46823)
H (-2.14718, -0.33228, -1.54191)
H (-0.79805, 0.42589, -0.79852)
H (-2.29812, 0.62323, 0.05902)

Atoms 1-6, force components in eV/Å:
0.3 -0.1 -1.0
-0.8 1.0 -1.2
0.0 -0.5 1.3
-1.0 0.8 2.7
1.4 1.1 -0.7
0.1 -0.6 0.0

Computed properties:
HOMO-LUMO gap: 0.31418 Ha
charge: +4
HOMO level: -0.564 Eh
lowest unoccupied orbital energy: -6.8 eV
max |F|: 3.2 eV Å⁻¹

These are the Löwdin partial charges, in e, on atoms 1 to 5: atom 1 (C): 0.019, atom 2 (C): -0.520, atom 3 (O): 0.000, atom 4 (N): -0.015, atom 5 (H): 0.080

Formula: C37H99CdN6O16
Source: the OMol25 dataset
Level of theory: wB97M-V/def2-TZVPD

CARTESIAN COORDINATES (ANGSTROEM)
Cd (3.55442, -0.58533, -2.70580)
C (0.62324, -0.65879, -1.89207)
O (1.46424, -0.36584, -2.99342)
H (0.10642, -1.62459, -1.97130)
H (1.20079, -0.64256, -0.95892)
H (-0.19477, 0.06863, -1.80349)
C (-2.75585, 3.91630, -8.89545)
O (-2.49128, 2.97858, -7.86963)
C (-2.93044, 1.68690, -8.24803)
C (-2.53860, 0.66018, -7.23503)
N (-3.06962, -0.67161, -7.59512)
C (-2.72375, -1.68903, -6.61609)
C (-3.42152, -1.50225, -5.25677)
O (-3.55504, -2.70999, -4.56196)
C (-2.34093, -3.35138, -4.23718)
H (-2.33679, 4.86735, -8.57966)
H (-3.83689, 4.01536, -9.02965)
H (-2.30489, 3.61331, -9.84340)
H (-2.66892, 1.43088, -9.28241)
H (-4.03084, 1.73368, -8.29182)
H (-2.81380, 0.92857, -6.21618)
H (-1.44736, 0.51201, -7.20756)
H (-2.73095, -0.91648, -8.51432)
H (-1.64233, -1.78104, -6.44743)
H (-3.11066, -2.62130, -7.03192)
H (-4.40960, -1.11556, -5.50820)
H (-2.87664, -0.76450, -4.65814)
H (-2.60794, -4.22588, -3.65107)
H (-1.72680, -2.63066, -3.67991)
H (-1.78926, -3.64108, -5.13563)
C (1.00096, -0.37861, 2.67126)
O (-0.09343, -0.13850, 3.52972)
C (0.29144, 0.63052, 4.64012)
C (-0.81909, 0.74063, 5.64705)
N (-1.17258, -0.60421, 6.18522)
C (-2.37912, -0.52761, 7.03327)
C (-3.68613, -0.34906, 6.28981)
O (-3.97047, -1.54641, 5.59993)
C (-5.13077, -1.45677, 4.81867)
H (1.60606, 0.53757, 2.63138)
H (0.65429, -0.55717, 1.64939)
H (1.54705, -1.24304, 3.05433)
H (0.51977, 1.64886, 4.28708)
H (1.19681, 0.27943, 5.14819)
H (-1.70747, 1.15245, 5.15356)
H (-0.50492, 1.26492, 6.55106)
H (-1.47485, -1.11040, 5.34982)
H (-2.30405, 0.27676, 7.76854)
H (-2.40733, -1.47128, 7.57974)
H (-3.70525, 0.55467, 5.66063)
H (-4.53109, -0.11667, 6.95780)
H (-5.25248, -2.34521, 4.20125)
H (-5.12093, -0.57076, 4.17371)
H (-6.05389, -1.38262, 5.40732)
C (1.92591, -3.59513, 1.32073)
O (2.95138, -3.05264, 2.11943)
C (3.51353, -3.92345, 3.08590)
C (4.45909, -3.17454, 3.98694)
N (3.77734, -2.13974, 4.77755)
C (4.79686, -1.33495, 5.49029)
C (4.18506, 0.04318, 5.83209)
O (3.70369, 0.70421, 4.67405)
C (4.64646, 1.27149, 3.81233)
H (2.31102, -4.52263, 0.87882)
H (1.44730, -2.91036, 0.62395)
H (1.09315, -3.93521, 1.95504)
H (4.01536, -4.76040, 2.58311)
H (2.66031, -4.31438, 3.65426)
H (5.20826, -2.66008, 3.36042)
H (5.01793, -3.87403, 4.60927)
H (3.36498, -1.50763, 4.09513)
H (5.64239, -1.03707, 4.86158)
H (5.01697, -1.85295, 6.41965)
H (5.05515, 0.62135, 6.17811)
H (3.39790, 0.06499, 6.57925)
H (5.28413, 2.01060, 4.30664)
H (4.11369, 1.75025, 2.99004)
H (5.27893, 0.49642, 3.35807)
C (3.94175, -0.37687, 0.49880)
O (3.82695, 0.35725, -0.74421)
C (3.93927, 1.76389, -0.60763)
C (3.50502, 2.33009, -1.99680)
N (4.13885, 1.57107, -3.07750)
C (3.55015, 1.80244, -4.43162)
C (4.00826, 0.69693, -5.38514)
O (3.73394, -0.59784, -4.83187)
C (4.25886, -1.61045, -5.72043)
H (3.20302, 0.04081, 1.18275)
H (4.93382, -0.19111, 0.91831)
H (3.78596, -1.42550, 0.26281)
H (4.95293, 2.06919, -0.32527)
H (3.31180, 2.24986, 0.14426)
H (3.76351, 3.38786, -2.11014)
H (2.41498, 2.30422, -1.97971)
H (5.09003, 1.92748, -3.10313)
H (3.89528, 2.78157, -4.77454)
H (2.46594, 1.88553, -4.36056)
H (5.07942, 0.86107, -5.54622)
H (3.48799, 0.79628, -6.33839)
H (5.33290, -1.48035, -5.87441)
H (3.73889, -1.58649, -6.67333)
H (4.14664, -2.55585, -5.19451)
C (1.04529, 6.85384, -0.76238)
O (0.86859, 5.59566, -0.16008)
C (-0.15811, 4.89032, -0.81604)
C (-0.50086, 3.54538, -0.18801)
N (-1.49131, 3.65937, 0.87975)
C (-0.97611, 4.19591, 2.13548)
C (-2.11361, 4.50381, 3.08997)
O (-1.50489, 5.00468, 4.27353)
C (-2.33647, 4.89119, 5.40896)
H (0.17667, 7.50798, -0.64956)
H (1.29794, 6.74071, -1.82250)
H (1.87541, 7.38464, -0.29686)
H (0.18866, 4.68433, -1.84479)
H (-1.06672, 5.47157, -1.00858)
H (0.46533, 3.17219, 0.20323)
H (-0.86813, 2.79801, -0.89079)
H (-1.79177, 2.70246, 1.04545)
H (-0.47087, 5.15912, 2.01696)
H (-0.20057, 3.61431, 2.65205)
H (-2.73825, 3.62797, 3.31147)
H (-2.81565, 5.23586, 2.67781)
H (-2.48804, 3.85839, 5.72966)
H (-3.25508, 5.48367, 5.37581)
H (-1.76146, 5.38243, 6.19973)
C (-0.19306, -4.02437, 4.38649)
O (-1.27792, -4.40783, 3.57755)
C (-2.39785, -3.52366, 3.67634)
C (-2.19600, -2.24207, 2.84894)
N (-2.81439, -2.17820, 1.53935)
C (-2.27079, -3.10723, 0.55611)
C (-3.14846, -2.99661, -0.68778)
O (-4.42881, -3.49290, -0.41300)
C (-5.17703, -3.76938, -1.58279)
H (0.33285, -3.10567, 4.10769)
H (0.57728, -4.80041, 4.35702)
H (-0.46034, -4.02047, 5.44832)
H (-2.62211, -3.26444, 4.71631)
H (-3.22935, -4.13076, 3.31074)
H (-1.13668, -2.01732, 2.79901)
H (-2.70130, -1.45565, 3.42041)
H (-3.82223, -2.21334, 1.51465)
H (-2.31569, -4.14775, 0.90461)
H (-1.25163, -2.84495, 0.25623)
H (-2.68270, -3.44112, -1.57105)
H (-3.12892, -1.90538, -0.85747)
H (-5.43413, -2.86120, -2.13492)
H (-6.09487, -4.25561, -1.25630)
H (-4.63770, -4.44204, -2.25489)
O (0.98310, -2.76455, -4.84701)
H (1.41298, -3.30572, -4.17612)
H (0.78622, -1.92518, -4.39735)
O (-1.78576, 1.76793, -4.25882)
H (-1.41363, 1.66561, -3.37463)
H (-2.51247, 2.39370, -4.15061)
O (0.52676, 0.34169, -5.55269)
H (0.99583, 0.21543, -4.70626)
H (-0.33022, 0.72590, -5.31375)

Atoms 1-6, force components in eV/Å:
-1.2 0.0 0.3
0.0 0.2 -0.1
0.3 -0.5 0.5
0.3 -0.1 -0.1
-0.3 0.0 0.2
0.2 0.2 0.0

Computed properties:
HOMO-LUMO gap: 0.19460 Ha
charge: +1
HOMO level: -0.356 Eh
lowest unoccupied orbital energy: -4.4 eV
ΔE to the lowest compared entry with this formula, charge and spin: 0.000 eV
max |F|: 2.5 eV Å⁻¹

These are the Löwdin partial charges, in e, on atoms 1 to 5: atom 1 (Cd): 1.489, atom 2 (C): -0.239, atom 3 (O): -0.481, atom 4 (H): 0.063, atom 5 (H): 0.037

What is the formula in the second record?
C37H99CdN6O16